Molecular formula: C30H24ClHoNO2PS2
Method: DFT, ωB97M-V/def2-TZVPD

Last column: Mulliken charge in e.
Geometry (Å):
H 0.927 -2.655 0.162  0.488
H -1.598 1.345 -4.466  0.357
C -3.947 -1.063 -3.973  -0.483
C 2.668 -0.975 -2.975  -0.445
H -1.730 -2.276 0.706  0.449
C 0.175 0.433 7.084  0.054
S 0.609 1.829 3.325  -0.257
C -2.065 -1.392 -2.494  -0.317
C -2.074 0.467 -4.039  -0.038
C 0.755 1.280 4.935  0.174
H -0.139 -1.556 -4.814  0.356
C 0.898 -1.607 -4.496  0.076
H -3.581 -0.026 6.298  0.383
H 1.628 1.176 -4.835  0.322
C 3.569 -1.741 -3.705  -0.557
O 2.934 -0.349 7.027  -0.593
C -3.308 -1.793 -2.968  -0.675
H 3.001 -0.432 -2.094  0.463
C 0.505 1.812 -3.105  0.093
C 0.840 4.408 -4.132  -0.469
N 1.915 1.283 5.508  -0.560
S 2.045 0.754 7.174  1.100
H -1.575 -1.955 -1.702  0.420
Ho 0.037 0.017 1.379  0.728
C 0.338 -1.420 3.246  -0.294
C 0.137 4.210 -2.941  -0.616
C 1.378 3.314 -4.804  -0.648
C 3.141 -2.453 -4.827  -0.462
H -4.924 -1.374 -4.336  0.373
C 1.250 -1.909 2.267  -0.878
H -3.787 -2.674 -2.547  0.412
H -0.282 5.061 -2.410  0.388
H -0.557 2.779 -1.493  0.246
C -0.660 -0.078 8.072  -0.470
H -0.252 -0.344 9.042  0.432
Cl 2.097 1.145 0.949  -0.408
H 0.971 5.413 -4.529  0.376
H 4.610 -1.792 -3.393  0.407
C -1.677 0.619 5.532  -0.457
O 2.496 1.952 7.797  -0.588
H 2.349 -1.862 2.340  0.349
H -1.920 -1.220 3.232  0.468
C -3.329 0.066 -4.502  -0.654
C 0.501 -2.317 1.121  -0.209
C -1.423 -0.260 -3.033  0.071
C -0.325 0.784 5.823  0.538
C -2.024 -0.242 7.778  -0.479
H -3.821 0.642 -5.283  0.398
C 1.317 -0.887 -3.368  -0.162
H 1.462 -2.939 -6.088  0.399
H -2.050 0.893 4.543  0.618
H -2.688 -0.645 8.540  0.384
C 1.211 2.023 -4.299  0.031
H 3.845 -3.060 -5.392  0.374
C -0.021 2.929 -2.426  -0.319
H 0.614 -0.976 4.211  0.663
P 0.219 0.169 -2.345  0.611
C -1.001 -1.577 2.738  -0.455
C 1.805 -2.386 -5.217  -0.637
C -2.524 0.107 6.517  -0.689
H 1.930 3.459 -5.730  0.398
C -0.898 -2.134 1.414  -0.580

Atoms 1-6, force components in eV/Å:
-0.3 0.2 0.7
-0.1 -0.1 0.1
0.2 0.0 0.1
-0.4 0.0 -0.2
0.5 -0.1 0.5
0.0 -0.4 1.3

Its multiplicity is 5. The total energy comes out at -106363.7484 eV. As for the expectation value of S²: 6.005. The value obtained for the largest force on an atom is 6.2 eV Å⁻¹.